Record 1
# C22H46Cl12N6O6

A 10-piece molecular cluster, C22H46Cl12N6O6 overall in a non-equilibrium geometry (the ωB97M-V functional and the def2-TZVPD basis, the OMol25 dataset).

Structure (ORCA input):
```
! wB97M-V def2-TZVPD RIJCOSX def2/J DEFGRID3
* xyz 0 1
Cl 12.07449 13.98026 20.32494
C 11.25716 12.55651 19.65754
Cl 9.51772 12.89074 19.44785
Cl 11.37489 11.17761 20.76772
H 11.77785 12.49195 18.70211
Cl 14.43688 15.83807 14.59792
C 13.21992 16.42723 13.39095
Cl 13.18230 15.24981 12.06408
Cl 13.61350 18.04838 12.78801
H 12.34745 16.57216 13.98300
Cl 8.15634 15.01116 10.58142
C 9.91736 15.02182 10.86755
Cl 10.77274 16.44473 10.09244
Cl 10.65768 13.54377 10.06481
H 10.15853 14.92136 11.93868
Cl 15.73930 15.51342 18.89856
C 15.79946 13.86733 18.31538
Cl 16.63155 12.83408 19.39292
Cl 16.26946 13.83101 16.61761
H 14.80068 13.48659 18.20440
C 13.26244 11.91666 8.43615
N 13.82745 13.23421 8.15085
C 15.00762 13.55728 8.70992
C 15.43974 15.04054 8.69796
O 15.70481 12.68574 9.23962
H 12.98423 11.79824 9.46545
H 14.04039 11.13130 8.38780
H 12.46289 11.66504 7.73816
H 13.25648 13.89754 7.70408
H 14.72631 15.51331 9.37261
H 15.35635 15.43951 7.68403
H 16.44131 15.18556 9.09895
C 8.94924 10.38319 13.06616
N 9.75617 9.16529 13.06270
C 10.91856 9.04549 12.31101
C 11.63327 7.68522 12.48652
O 11.36730 9.96917 11.65346
H 7.88497 10.18363 12.88276
H 9.33270 11.05400 12.19639
H 8.96866 10.84996 14.02479
H 9.48731 8.36109 13.61477
H 11.36377 7.17135 13.37179
H 12.69725 7.75447 12.59287
H 11.53132 7.00263 11.63395
C 8.21827 13.85038 14.21130
N 9.09623 14.20718 15.31700
C 10.28773 14.83600 15.11001
C 11.06154 15.08861 16.35668
O 10.64955 15.19752 13.98274
H 8.06667 14.70741 13.53727
H 7.23488 13.56247 14.56859
H 8.54618 13.04440 13.61507
H 8.85664 13.80732 16.22267
H 11.29974 14.15866 16.81483
H 10.52672 15.62501 17.16783
H 11.99132 15.61589 16.14891
C 17.06027 13.32887 12.04602
N 16.28775 12.08034 11.67934
C 15.76385 11.27550 12.62168
C 14.75547 10.15674 12.11945
O 15.90096 11.47745 13.85755
H 18.05576 13.23646 11.51119
H 17.16283 13.31337 13.12026
H 16.53369 14.13023 11.64408
H 16.13271 12.03737 10.66609
H 15.09432 9.47624 11.35920
H 13.83342 10.57008 11.76136
H 14.47273 9.58628 13.00338
C 8.83375 9.22406 16.51831
N 10.18949 8.88593 16.62756
C 10.73794 7.68954 16.18446
C 12.25414 7.67474 16.36353
O 10.08408 6.86915 15.57133
H 8.64142 10.02580 15.71734
H 8.59196 9.69141 17.38978
H 8.13990 8.37696 16.41119
H 10.74901 9.64928 17.07002
H 12.65663 6.93817 15.71112
H 12.58840 7.46505 17.38175
H 12.33318 8.72008 16.05206
C 14.48609 10.79241 17.25454
N 14.08578 11.43937 16.01946
C 12.84315 11.65478 15.69815
C 12.60867 12.00844 14.29696
O 11.87147 11.51842 16.48524
H 14.02008 11.32654 18.05092
H 15.51181 10.78739 17.36181
H 14.10308 9.79652 17.28782
H 14.78764 11.55827 15.24986
H 13.20896 12.95882 14.13929
H 11.50299 12.05498 14.06524
H 13.04136 11.30778 13.56367
*
```

The HOMO energy is -9.37 eV. Its total energy is -7168.20735 hartree.



Record 2
# C22H46N2O13S2

A 7-piece molecular cluster, C22H46N2O13S2 overall in a non-equilibrium geometry (the ωB97M-V functional and the def2-TZVPD basis, the OMol25 dataset).

Structure (ORCA input):
```
! wB97M-V def2-TZVPD RIJCOSX def2/J DEFGRID3
* xyz 0 1
O 4.38779 -2.68643 -32.96378
S 4.99200 -3.80676 -32.35099
O 4.33055 -5.07093 -32.36288
O 6.52736 -3.94677 -32.74953
C 7.25652 -4.51618 -31.67355
C 6.68821 -3.82122 -30.44400
O 5.34765 -3.50483 -30.77576
H 7.05468 -5.59013 -31.62006
H 8.32413 -4.40159 -31.82979
H 7.26006 -2.94218 -30.13601
H 6.66447 -4.47767 -29.57189
O 1.05434 -10.41528 -26.82054
S -0.00668 -10.74016 -27.70942
O -1.05405 -11.58355 -27.25461
O -0.55075 -9.38793 -28.37841
C -0.25825 -9.36537 -29.78082
C 0.90288 -10.31744 -29.95602
O 0.58624 -11.39288 -29.06803
H -1.11256 -9.73771 -30.35055
H -0.02168 -8.34885 -30.09195
H 1.88409 -9.93460 -29.65103
H 1.03381 -10.63192 -30.99016
C 4.51818 -2.97927 -24.54956
N 4.82233 -2.75599 -23.14346
C 5.01025 -3.77504 -22.26586
C 5.09041 -3.38969 -20.81167
O 5.13392 -4.92407 -22.63787
H 5.37020 -2.66214 -25.15726
H 3.65907 -2.35398 -24.79127
H 4.31973 -4.02433 -24.75004
H 4.80510 -1.80853 -22.81336
H 4.56416 -4.10943 -20.19436
H 4.74973 -2.37874 -20.58344
H 6.15304 -3.38066 -20.55096
C 7.61425 -5.08269 -25.95405
N 8.34119 -4.58707 -27.11811
C 9.46861 -5.21335 -27.55855
C 10.22721 -4.49435 -28.67552
O 9.82779 -6.30030 -27.15608
H 8.32795 -5.63612 -25.33891
H 6.83832 -5.77333 -26.27621
H 7.22172 -4.31157 -25.29660
H 8.31178 -3.59407 -27.28080
H 10.31481 -3.43775 -28.41453
H 9.74787 -4.70341 -29.62628
H 11.23619 -4.89584 -28.63048
C 2.12751 -6.53075 -27.58079
C 2.84803 -5.27592 -27.05624
C 4.15220 -5.30066 -27.87752
O 4.15767 -6.50527 -28.64134
C 2.78610 -6.68044 -28.94438
H 1.05229 -6.52414 -27.42014
H 2.51701 -7.36821 -26.99196
H 2.98849 -5.31602 -25.97479
H 2.19295 -4.42240 -27.24317
H 5.10234 -5.12203 -27.38541
H 3.99276 -4.45786 -28.57072
H 2.63608 -7.68946 -29.33360
H 2.43870 -5.97668 -29.70354
C -4.70527 -6.01086 -28.98436
C -3.36231 -6.61228 -29.29923
C -2.86321 -7.06733 -27.93490
O -3.40948 -6.07909 -27.01164
C -4.54468 -5.45096 -27.57849
H -5.53141 -6.73310 -28.99221
H -5.07061 -5.26200 -29.69055
H -2.66515 -5.85973 -29.67981
H -3.38428 -7.41874 -30.03328
H -1.79877 -7.08678 -27.72134
H -3.31049 -8.00684 -27.59181
H -4.30620 -4.37939 -27.65675
H -5.45371 -5.48728 -26.97527
C -0.04685 -5.71267 -33.19807
C 0.75675 -6.91614 -33.72939
C 1.40171 -7.52508 -32.47773
O 0.93249 -6.71646 -31.35787
C 0.67715 -5.44757 -31.90036
H -1.07414 -6.03946 -32.99872
H -0.14922 -4.96547 -33.98343
H 1.56618 -6.65626 -34.41936
H 0.17266 -7.64252 -34.29532
H 2.48696 -7.46536 -32.37843
H 1.02745 -8.54240 -32.34315
H 1.51019 -4.78149 -32.17514
H 0.04188 -4.85044 -31.24152
*
```

The HOMO energy is -9.29 eV. Its total energy is -2749.76311 hartree. The energy above the lowest of the compared OMol25 structures with the same formula, charge and spin is 0.0 kJ/mol.



Record 3
# C22H46N4O4PS2Ti

C22H46N4O4PS2Ti as an isolated structure (the ωB97M-V functional and the def2-TZVPD basis, the OMol25 dataset).

Structure (ORCA input):
```
! wB97M-V def2-TZVPD RIJCOSX def2/J DEFGRID3
* xyz 1 3
Ti -0.15516 0.23353 0.26456
C -0.27277 -3.26025 -3.07978
N -0.98294 -3.40298 -1.81163
C -1.79156 -4.60438 -1.62543
C -0.83968 -2.48347 -0.86222
O -0.11061 -1.48862 -0.98829
C -1.55626 -2.66936 0.46271
O -1.71441 -1.41635 1.10620
C -3.01973 -0.85239 0.99843
C -3.13997 -0.05729 -0.29078
O -2.11290 0.44593 -0.77095
N -4.33406 0.05644 -0.87010
C -4.46220 0.84298 -2.09378
C -5.56549 -0.42578 -0.24951
H 0.49955 -4.02503 -3.16612
H 0.18637 -2.27937 -3.12314
H -0.97756 -3.37046 -3.90344
H -1.49542 -5.33063 -2.37757
H -2.85558 -4.39679 -1.75210
H -1.61944 -5.05439 -0.64942
H -0.91675 -3.28374 1.10391
H -2.51633 -3.17439 0.35753
H -3.12318 -0.16101 1.83744
H -3.76961 -1.63799 1.08605
H -3.50178 0.88497 -2.59615
H -4.79117 1.85838 -1.86725
H -5.19409 0.36871 -2.74516
H -5.55980 -0.26799 0.82687
H -5.73806 -1.48172 -0.46533
H -6.39661 0.14500 -0.65519
C 5.06717 -0.78937 1.51706
C 3.86543 0.01092 1.02502
P 2.21731 -0.78764 1.20539
C 2.51782 -2.43725 0.42482
C 2.97594 -2.34379 -1.02744
C 2.17815 -1.25952 2.97941
C 0.80390 -1.77257 3.39996
H 5.98080 -0.20657 1.39849
H 5.19623 -1.71936 0.96142
H 4.97571 -1.03916 2.57403
H 3.99124 0.28369 -0.02621
H 3.78582 0.95143 1.57783
H 1.58443 -3.00297 0.49579
H 3.25230 -2.98461 1.02061
H 3.01968 -3.33105 -1.49039
H 3.97482 -1.91124 -1.09665
H 2.30105 -1.72150 -1.61797
H 2.42501 -0.36801 3.55347
H 2.95016 -2.00890 3.16807
H 0.03936 -1.01381 3.22061
H 0.79052 -2.01401 4.46307
H 0.52784 -2.68191 2.85703
C -0.34046 3.08799 -1.11568
C 0.15778 4.05559 -2.21606
N 1.58844 3.86456 -2.44634
C 2.28587 3.95141 -1.16328
C 1.87591 2.77437 -0.24741
N 0.70881 2.07446 -0.83601
C 1.13179 1.47037 -2.11554
C 1.80221 2.53878 -3.01535
H -1.25448 2.57158 -1.40658
H -0.54329 3.60161 -0.17626
H -0.01960 5.09285 -1.93055
H -0.36218 3.88277 -3.16035
H 2.03621 4.91021 -0.70707
H 3.36160 3.94761 -1.34438
H 1.61210 3.09746 0.75710
H 2.67659 2.04313 -0.15212
H 0.24050 1.04652 -2.58979
H 1.81558 0.64606 -1.89081
H 1.38800 2.51242 -4.02422
H 2.87636 2.36641 -3.09611
C -2.04188 3.31666 4.33633
O -0.63048 3.13806 4.19763
C -0.11308 2.41365 3.21042
S 1.53020 2.25468 3.18922
S -1.21886 1.66452 2.10207
H -2.16109 3.96294 5.20027
H -2.53576 2.36123 4.50877
H -2.46027 3.78773 3.44832
*
```

The HOMO energy (spin up / spin down) is -9.09 / -9.71 eV. Its total energy is -3372.93205 hartree. The energy above the lowest of the compared OMol25 structures with the same formula, charge and spin is 0.0 kJ/mol. The expectation value of S² is 2.004.



Record 4
# C22H47ClN2O24PS6

A 7-piece molecular cluster, C22H47ClN2O24PS6 overall (the ωB97M-V functional and the def2-TZVPD basis, the OMol25 dataset).

Structure (ORCA input):
```
! wB97M-V def2-TZVPD RIJCOSX def2/J DEFGRID3
* xyz 1 1
C -1.94481 -4.40916 3.52602
C -1.80261 -4.46298 2.20922
C -0.45838 -4.19627 1.56486
P -0.23566 -5.08663 0.02392
Cl -1.22001 -6.81299 0.08623
C 1.51228 -5.50116 -0.14698
C 2.10557 -5.47789 -1.57297
C 3.09622 -4.31962 -1.77144
N 3.20308 -3.91809 -3.17704
C -0.93536 -4.04807 -1.25135
C 0.02227 -2.92519 -1.69452
C -0.73207 -1.78294 -2.40206
C -0.00672 -1.32306 -3.66652
N 0.29738 -2.42892 -4.56893
H -1.24668 -3.83725 4.12583
H -2.75398 -4.94107 4.00666
H -2.65123 -4.70107 1.57696
H 0.36227 -4.41179 2.24627
H -0.37754 -3.15328 1.23232
H 2.05400 -4.82942 0.52249
H 1.58480 -6.51288 0.25797
H 2.67198 -6.40412 -1.68269
H 1.34343 -5.48949 -2.35396
H 4.07917 -4.62472 -1.40950
H 2.74029 -3.46822 -1.17983
H 3.21942 -2.91260 -3.26921
H 2.41054 -4.24006 -3.71739
H -1.32818 -4.62676 -2.08896
H -1.80682 -3.58051 -0.77270
H 0.58119 -2.54919 -0.83573
H 0.71127 -3.34976 -2.42294
H -1.76137 -2.07546 -2.62562
H -0.77119 -0.94102 -1.71113
H -0.63709 -0.56459 -4.14737
H 0.90786 -0.80244 -3.37387
H -0.53803 -2.81258 -4.98847
H 0.94997 -2.16168 -5.29123
C -0.49544 0.47786 3.73507
C -1.57550 1.38252 3.18247
O -1.84260 0.82960 1.86733
S -1.67065 -0.73355 1.90368
O -2.92489 -1.37805 2.04667
O -0.80108 -1.11692 0.83399
O -0.88028 -0.84222 3.27602
H 0.48611 0.71522 3.32351
H -0.44820 0.48754 4.81945
H -1.25609 2.41449 3.09282
H -2.48850 1.33287 3.77280
C -3.70991 -9.20971 1.34873
C -4.72187 -8.48548 2.21568
O -5.75935 -9.44956 2.40363
S -5.13934 -10.92619 2.46365
O -4.95034 -11.31255 3.81218
O -5.84646 -11.73878 1.54692
O -3.70371 -10.54444 1.85212
H -4.02226 -9.22949 0.30172
H -2.71068 -8.78890 1.42591
H -5.13277 -7.59750 1.74304
H -4.30309 -8.22380 3.19017
C -0.47391 5.89501 3.94367
C -1.28772 6.85615 4.78428
O -2.46372 6.09834 5.13352
S -2.08046 4.57088 5.32104
O -1.87959 4.27999 6.69300
O -2.96180 3.78318 4.53075
O -0.65936 4.62146 4.59862
H -0.86554 5.82726 2.92728
H 0.57997 6.14326 3.91091
H -1.58346 7.74804 4.24108
H -0.76847 7.13776 5.70123
C 3.53761 4.42129 -0.06670
C 2.03679 4.61066 -0.15960
O 1.59005 4.47210 1.20809
S 2.70244 5.04432 2.19753
O 2.37193 6.37897 2.55303
O 2.94976 4.06862 3.19752
O 3.89946 5.08931 1.15553
H 3.81210 3.36880 0.02201
H 4.07342 4.87562 -0.89551
H 1.54827 3.86160 -0.77554
H 1.77880 5.60928 -0.50884
C 5.00381 9.58909 1.40758
C 3.95806 10.54823 0.87535
O 3.61026 9.99747 -0.40699
S 3.69640 8.41077 -0.35441
O 2.40068 7.87122 -0.13071
O 4.48834 7.95774 -1.44049
O 4.52955 8.29634 0.99585
H 5.98048 9.76275 0.95387
H 5.09098 9.61175 2.48969
H 4.33194 11.55865 0.74274
H 3.06530 10.56291 1.50233
C -1.32950 2.04164 -8.34087
C -0.87839 0.94132 -7.40172
O -0.12350 1.63224 -6.39485
S -0.75248 3.08794 -6.14963
O -1.61253 3.04093 -5.02260
O 0.29444 4.03604 -6.24410
O -1.64829 3.13324 -7.46630
H -0.52864 2.35354 -9.01265
H -2.20985 1.77428 -8.91769
H -0.24435 0.20380 -7.88531
H -1.72761 0.44615 -6.92588
*
```

The HOMO energy is -11.79 eV. Its total energy is -5972.05363 hartree.



Record 5
# C22H47LuNO4Si2

C22H47LuNO4Si2 as an isolated structure in a non-equilibrium geometry (the ωB97M-V functional and the def2-TZVPD basis, the OMol25 dataset).

Structure (ORCA input):
```
! wB97M-V def2-TZVPD RIJCOSX def2/J DEFGRID3
* xyz 1 1
O 0.18553 0.64335 1.95249
O 2.97229 2.49210 -2.00244
C -0.74185 1.67438 1.41617
C -1.56398 2.31194 2.51111
H -1.37269 1.14759 0.68936
H -0.12322 2.40123 0.88159
H -2.12394 1.57225 3.09619
H -2.29382 2.98549 2.05374
H -0.93735 2.89735 3.18902
C 1.14570 1.13365 2.98373
C 1.90522 2.32892 2.47224
H 1.79104 0.27385 3.19330
H 0.56160 1.36721 3.87675
H 2.37887 2.11952 1.50638
H 2.70027 2.59214 3.17945
H 1.24903 3.19894 2.36588
C 4.21576 1.94673 -2.47591
C 2.78613 3.89782 -2.21636
C 5.21578 1.73726 -1.34810
H 4.66284 2.59990 -3.24873
H 3.94404 0.98139 -2.92893
H 5.49850 2.68905 -0.87776
H 6.11638 1.28232 -1.76990
H 4.81603 1.06619 -0.57635
C 3.84924 4.78546 -1.58164
H 1.79514 4.10733 -1.79324
H 2.75750 4.09448 -3.30323
H 3.99960 4.56741 -0.51611
H 3.51475 5.82311 -1.67641
H 4.81456 4.70782 -2.09989
H 1.34755 0.88285 -2.39794
Lu -0.31990 -1.38201 1.51449
C 1.02542 -0.00367 -2.98466
Si 0.28273 0.44638 -4.66391
H 1.90980 -0.63983 -3.13254
H 0.29331 -0.55188 -2.37530
C -0.78086 1.97162 -4.38542
C -0.76588 -0.95322 -5.36061
C 1.63448 0.85062 -5.91239
C -2.46469 -1.22613 0.83570
Si -3.59847 -2.70111 0.72218
H -2.44122 -0.74422 -0.16617
H -2.88627 -0.45035 1.50674
C -3.71131 -3.11783 -1.11641
C -5.30262 -2.34323 1.45470
C -2.93886 -4.25760 1.56678
H 1.19075 1.10896 -6.88597
H 2.30751 -0.00561 -6.06401
H 2.23867 1.70395 -5.57256
H -1.68106 1.72079 -3.80679
H -1.09683 2.42049 -5.33747
H -0.21087 2.72316 -3.82153
H -1.42324 -1.37962 -4.59036
H -0.13642 -1.76407 -5.75474
H -1.39945 -0.59128 -6.18425
H -5.61617 -1.31617 1.21487
H -5.29480 -2.43598 2.55094
H -6.07821 -3.02392 1.07377
H -2.79589 -4.12113 2.64800
H -1.97232 -4.56691 1.13925
H -3.63840 -5.10060 1.43134
H -4.46873 -3.88558 -1.33164
H -2.73968 -3.48981 -1.47292
H -3.95793 -2.21711 -1.69612
O 0.67943 -5.14985 2.93974
C 0.41363 -3.96816 2.78383
O 0.61268 -3.24474 1.68293
C -0.24588 -3.21567 3.93084
C -0.51564 -3.82768 5.14450
C -1.13197 -3.08488 6.15314
C -1.42141 -1.73704 5.91961
C -1.16666 -1.17527 4.67386
N -0.59403 -1.91533 3.67988
H -0.24473 -4.87601 5.25273
H -1.37681 -3.55236 7.10297
H -1.85566 -1.11189 6.69687
H -1.38204 -0.12725 4.44166
*
```

The HOMO energy is -11.76 eV. Its total energy is -3036.59726 hartree. The energy above the lowest of the compared OMol25 structures with the same formula, charge and spin is 0.0 kJ/mol.



no.,molar mass (g mol⁻¹)
1,916.082
2,610.745
3,573.609
4,982.437
5,620.760